Molecular formula: C2H2N2O4
Method: DFT, ωB97M-V with the def2-TZVPD basis set

The value obtained for the energy relative to the best compared isomer or geometry (same formula, charge and spin) is 199.5 kJ/mol. Its total charge is 0. The LUMO energy comes out at 0.42 eV. The value obtained for the gap between HOMO and LUMO is 10.65 eV. The calculation puts the max |F| at 3.44 eV/Å. The value obtained for the highest occupied orbital energy is -10.2345 eV.

Last column: natural (NBO) charge in e.
Cartesian coordinates (Å):
1 C 0.714 -0.212 1.147  0.243
2 C 0.200 2.602 -0.319  1.038
3 N 1.115 -1.252 1.421  -0.706
4 N -0.679 -1.127 -1.381  0.347
5 O -0.847 2.165 -0.325  -0.527
6 O -1.565 -0.835 -0.373  -0.566
7 O 1.267 3.016 -0.361  -0.509
8 O -0.669 -2.281 -1.667  -0.288
9 H 1.734 -2.020 1.748  0.466
10 H -1.270 -0.057 0.111  0.503